Entry 1:
# C2H12O4

5 unconnected molecules or ions with the total composition C2H12O4 in a non-equilibrium geometry (wB97M-V/def2-TZVPD, the OMol25 dataset).

Structure (ORCA input):
```
! RIJCOSX wB97M-V def2-TZVPD def2/J DEFGRID3
* xyz 0 1
C -0.0161 -2.1376 -0.3781
C 0.6910 -1.2633 -1.0848
H -0.0313 -3.2123 -0.4969
H -0.5859 -1.7620 0.4696
H 1.5328 -1.5412 -1.7121
H 0.4940 -0.2076 -0.9633
O 2.0499 -0.2410 1.4605
H 1.7171 -1.1180 1.2792
H 1.9630 0.1607 0.6117
O -0.3301 0.6206 2.4989
H 0.6058 0.3584 2.3356
H -0.2124 1.4668 2.9459
O -1.3233 1.1489 -0.0652
H -0.9214 0.7907 0.7579
H -1.3739 2.0803 0.1134
O -0.8678 1.1071 -2.8913
H -1.0808 1.1119 -1.9340
H -1.7264 0.9313 -3.2927
*
```

Results
E: -384.3232 hartree
strongest force on any atom: 1.24 eV Å⁻¹
HOMO-LUMO gap: 10.82 eV
molar mass: 100.11 g/mol
relative energy (zero: lowest compared OMol25 entry of this formula, charge and spin): 23.7 kcal/mol
SMILES string: C=C.O.O.O.O

Löwdin atomic charges, in units of e: -0.0555, -0.0800, 0.0509, 0.0518, 0.0668, 0.0236, -0.0296, 0.0327, 0.0259, -0.0745, 0.0134, 0.0584, -0.0694, 0.0090, 0.0452, -0.0859, -0.0157, 0.0329

---

Entry 2:
# C2H12O5

5 unconnected molecules or ions with the total composition C2H12O5 in a non-equilibrium geometry (wB97M-V/def2-TZVPD, the OMol25 dataset).

Structure (ORCA input):
```
! RIJCOSX wB97M-V def2-TZVPD def2/J DEFGRID3
* xyz -1 2
C 0.5915 2.5977 -0.8281
C 0.3364 2.2538 -2.1039
O 0.7856 1.0116 -2.6187
H 0.6434 3.6849 -0.6708
H 1.1435 2.0092 0.1505
H -0.2516 2.7257 -2.8105
H 1.5814 0.8229 -2.0906
H 2.9532 -1.3388 -0.2756
H 2.6750 -1.7535 -1.7061
O 2.9540 -0.9924 -1.2517
H -1.6273 1.6758 5.6228
H -0.4951 2.7269 5.3621
O -1.4083 2.6293 5.3903
H -1.3848 -6.1083 0.9474
H -0.5853 -6.9289 -0.1088
O -1.5127 -6.5227 0.1332
H -2.5931 1.0645 -1.3828
H -1.6703 -0.1404 -1.1280
O -2.1355 0.5827 -0.6308
*
```

Results
E: -459.4687 hartree
strongest force on any atom: 4.97 eV Å⁻¹
HOMO-LUMO gap (spin up / spin down): 2.18 / 8.85 eV
molar mass: 116.11 g/mol
relative energy (zero: lowest compared OMol25 entry of this formula, charge and spin): 64.2 kcal/mol

Löwdin atomic charges, in units of e: -0.0774, -0.3063, -0.1262, 0.0211, 0.1211, 0.0701, 0.0363, -0.0157, -0.0974, -0.3707, 0.0735, -0.0188, -0.0756, -0.0338, 0.0829, -0.1994, 0.0420, 0.0348, -0.1604

---

Entry 3:
# C2H13CdO6

A molecular structure, C2H13CdO6 in a non-equilibrium geometry (wB97M-V/def2-TZVPD, the OMol25 dataset).

Structure (ORCA input):
```
! RIJCOSX wB97M-V def2-TZVPD def2/J DEFGRID3
* xyz -1 1
Cd 1.2793 0.8838 -1.0128
C -2.1485 -4.3554 3.9217
C -2.3786 -2.9123 3.2822
O -1.6006 -2.6380 2.1392
H -1.1966 -4.4030 4.4505
H -2.3361 -5.1738 3.2266
H -2.9402 -4.4039 4.6693
H -2.1334 -2.0863 3.9498
H -3.4498 -2.8072 3.1107
O 3.5401 -1.6375 -2.6888
H 3.9229 -1.4345 -3.5645
O 3.7418 2.1668 1.4971
H 4.3871 2.8575 1.2502
O 3.0803 3.2959 -3.6913
H 3.1338 3.0734 -4.6208
H 3.7546 3.9634 -3.5652
O -1.6348 0.5544 -3.9894
H -2.2589 -0.1594 -4.1210
H -1.9378 1.2489 -4.5743
O -0.8160 4.2867 0.0848
H -0.3077 5.0636 0.3177
H -1.7008 4.6167 -0.0716
*
```

Results
E: -702.8249 hartree
strongest force on any atom: 2.91 eV Å⁻¹
HOMO-LUMO gap: 2.23 eV
molar mass: 245.53 g/mol
relative energy (zero: lowest compared OMol25 entry of this formula, charge and spin): 180.3 kcal/mol

Löwdin atomic charges, in units of e: 0.7824, -0.1073, -0.4432, -0.2583, 0.0513, 0.0532, 0.0385, 0.0875, 0.0691, -0.4613, -0.1274, -0.4712, -0.1287, -0.0822, 0.0250, 0.0257, -0.0766, 0.0283, 0.0226, -0.0778, 0.0279, 0.0226

---

Entry 4:
# C2H13FeO7

A molecular structure, C2H13FeO7 in a non-equilibrium geometry (wB97M-V/def2-TZVPD, the OMol25 dataset).

Structure (ORCA input):
```
! RIJCOSX wB97M-V def2-TZVPD def2/J DEFGRID3
* xyz 1 5
Fe 0.6757 -0.1762 0.5512
C -2.6170 0.2314 -1.7289
C -2.3656 0.2496 -0.2319
O -3.1395 0.8606 0.4969
O -1.3151 -0.3787 0.1946
H -1.6926 0.0082 -2.2780
H -2.9865 1.1905 -2.0871
H -3.3461 -0.5275 -2.0079
O 0.1258 1.4904 1.6813
H -0.5276 1.5158 2.3984
H 0.4626 2.3928 1.6047
O 0.7162 1.1832 -1.1474
H 0.2174 0.9193 -1.9352
H 0.8982 2.1246 -1.2674
O 2.8156 -0.0872 0.5411
H 3.4080 -0.6600 0.0334
H 3.3984 0.4675 1.0816
O 0.8397 -1.7707 -0.8500
H 0.0093 -2.0832 -1.2473
H 1.5488 -2.1037 -1.4172
O 0.8358 -1.3469 2.2826
H 0.2992 -2.0207 2.7265
H 1.7394 -1.4790 2.6059
*
```

Results
E: -1874.2268 hartree
strongest force on any atom: 2.10 eV Å⁻¹
HOMO-LUMO gap (spin up / spin down): 7.75 / 7.76 eV
molar mass: 204.96 g/mol
relative energy (zero: lowest compared OMol25 entry of this formula, charge and spin): 13.8 kcal/mol

Löwdin atomic charges, in units of e: 0.7665, -0.0060, -0.6829, 0.0384, -0.1647, 0.0509, 0.0856, 0.0873, -0.0346, 0.1123, 0.0965, -0.0385, 0.0761, 0.0990, -0.0270, 0.1027, 0.1081, -0.0429, 0.0997, 0.0954, -0.0269, 0.1150, 0.0900

---

Entry 5:
# C2H13HgO5

A molecular structure, C2H13HgO5 in a non-equilibrium geometry (wB97M-V/def2-TZVPD, the OMol25 dataset).

Structure (ORCA input):
```
! RIJCOSX wB97M-V def2-TZVPD def2/J DEFGRID3
* xyz 1 1
Hg -0.8672 -2.8436 -2.0815
C 0.2485 1.0321 -0.8894
C -0.6621 -0.0483 -0.3266
O -0.2284 -1.3454 -0.5724
H -0.1194 2.0393 -0.6894
H 0.2863 0.9911 -1.9811
H 1.2631 0.9242 -0.5125
H -1.6780 0.0662 -0.7405
H -0.8289 0.0485 0.7559
O -2.1077 -1.6049 2.8279
H -1.6314 -1.1370 2.1471
H -1.4372 -1.8095 3.4933
O 2.8672 -1.4040 -0.6591
H 3.2778 -0.6632 -0.1971
H 1.9373 -1.1639 -0.7581
O 0.6968 -2.2750 2.2098
H 1.4297 -2.7501 1.7977
H 0.1702 -1.9665 1.4626
O -1.1889 4.4116 -1.6999
H -0.7059 4.9427 -1.0559
H -0.7218 4.5555 -2.5308
*
```

Results
E: -613.1918 hartree
strongest force on any atom: 1.84 eV Å⁻¹
HOMO-LUMO gap: 4.73 eV
molar mass: 317.71 g/mol

Löwdin atomic charges, in units of e: 1.2885, -0.0445, -0.3455, -0.3838, 0.0793, 0.0923, 0.0749, 0.1478, 0.1331, -0.0384, -0.0284, 0.0481, -0.0521, 0.0515, -0.0273, -0.0425, 0.0496, -0.0205, -0.0619, 0.0409, 0.0389

---

Entry 6:
# C2H13N2O3

4 unconnected molecules or ions with the total composition C2H13N2O3 in a non-equilibrium geometry (wB97M-V/def2-TZVPD, the OMol25 dataset).

Structure (ORCA input):
```
! RIJCOSX wB97M-V def2-TZVPD def2/J DEFGRID3
* xyz 1 1
C -0.0607 1.1560 -1.6414
N -0.3660 0.8163 -0.2278
C 0.3883 -0.1174 0.3192
N 0.5479 -0.2307 1.6173
H -0.7093 0.4994 -2.2669
H 1.0060 0.9396 -1.8695
H -0.0382 2.2466 -1.7737
H -1.0239 1.4519 0.2916
H 0.9714 -0.7536 -0.3643
H -0.0318 0.3097 2.2261
H 1.1433 -0.8482 2.1385
H -1.6041 2.8192 2.2230
H -2.7360 2.2629 1.3543
O -1.7810 2.4125 1.3664
H -1.1646 -3.1064 -1.9319
H -1.9892 -1.9747 -2.2521
O -1.3724 -2.2521 -1.5274
H 2.7795 -2.6270 0.4999
H 3.3834 -1.1983 0.8243
O 2.6576 -1.8059 0.9943
*
```

Results
E: -419.0044 hartree
strongest force on any atom: 1.95 eV Å⁻¹
HOMO-LUMO gap: 11.39 eV
molar mass: 113.14 g/mol
relative energy (zero: lowest compared OMol25 entry of this formula, charge and spin): 15.1 kcal/mol

Löwdin atomic charges, in units of e: -0.0362, 0.0047, -0.1634, 0.1837, 0.0940, 0.0938, 0.0999, 0.0925, 0.1471, 0.1173, 0.1062, 0.0831, 0.0868, -0.0267, 0.0443, 0.0646, -0.0795, 0.0712, 0.0654, -0.0489

---

Entry 7:
# C2H13N2O4

4 unconnected molecules or ions with the total composition C2H13N2O4 in a non-equilibrium geometry (wB97M-V/def2-TZVPD, the OMol25 dataset).

Structure (ORCA input):
```
! RIJCOSX wB97M-V def2-TZVPD def2/J DEFGRID3
* xyz 1 1
N 0.0075 0.3232 -1.6166
C 0.0131 -0.8139 -0.6480
C -1.2699 -0.7233 0.1750
N -1.1013 -1.1729 1.4347
O -2.2511 -0.1811 -0.2803
H -0.2812 0.0188 -2.5377
H -0.7617 0.9354 -1.3175
H 0.8812 0.8581 -1.5316
H 0.9621 -0.9583 -0.1425
H 0.0368 -1.7621 -1.2002
H -0.1804 -1.5409 1.6718
H -1.7862 -1.1109 2.1697
H -1.5815 3.0297 0.0988
H -1.3596 1.7552 0.9412
O -0.9128 2.4013 0.3854
H 3.4277 0.9706 -1.1431
H 3.1248 1.2427 -2.6253
O 2.7083 1.0927 -1.7708
H 1.6245 -2.3460 2.7002
H 2.1103 -0.8428 2.7283
O 1.6162 -1.5032 2.2354
*
```

Results
E: -494.2734 hartree
strongest force on any atom: 1.70 eV Å⁻¹
HOMO-LUMO gap: 11.24 eV
molar mass: 129.14 g/mol
relative energy (zero: lowest compared OMol25 entry of this formula, charge and spin): 7.0 kcal/mol

Löwdin atomic charges, in units of e: 0.1983, -0.0544, -0.5408, 0.1997, 0.0693, 0.1731, 0.1210, 0.1099, 0.1147, 0.1487, 0.0618, 0.1323, 0.0636, 0.0330, -0.0358, 0.0697, 0.0712, -0.0319, 0.0701, 0.0692, -0.0427

---

Entry 8:
# C2H13N3O3

4 unconnected molecules or ions with the total composition C2H13N3O3 in a non-equilibrium geometry (wB97M-V/def2-TZVPD, the OMol25 dataset).

Structure (ORCA input):
```
! RIJCOSX wB97M-V def2-TZVPD def2/J DEFGRID3
* xyz 0 1
H 1.5507 -2.1257 -0.3121
N 1.7443 -1.1574 -0.1951
C 0.8243 -0.4708 -0.8719
N 0.1662 -0.9958 -1.9330
N 0.5724 0.8921 -0.6517
C 1.2275 1.6522 0.4171
H -0.7333 -0.5933 -2.2788
H 0.5642 -1.8080 -2.4933
H -0.3442 1.1794 -1.0196
H 1.5042 1.0264 1.3294
H 2.1553 2.0936 0.0751
H 0.4770 2.4599 0.7144
O -1.7815 0.1935 1.3935
H -0.9715 -0.2690 1.4685
H -2.3505 -0.3528 2.0896
O 0.7290 -1.5560 2.4674
H 1.1213 -1.4646 1.5802
H 1.5650 -1.7212 2.9505
O -2.7800 0.7220 -1.8276
H -2.6836 1.6570 -1.9907
H -2.5568 0.6384 -0.9119
*
```

Results
E: -473.9792 hartree
strongest force on any atom: 4.12 eV Å⁻¹
HOMO-LUMO gap: 9.55 eV
molar mass: 127.14 g/mol
relative energy (zero: lowest compared OMol25 entry of this formula, charge and spin): 13.2 kcal/mol
SMILES string: [H]/N=C(\N)NC.O.O.O

Löwdin atomic charges, in units of e: 0.0221, 0.0572, -0.5503, 0.1061, -0.0265, -0.0991, 0.0931, 0.1396, 0.1040, 0.0875, 0.0631, 0.1007, -0.0882, -0.0397, 0.1251, -0.1009, -0.0396, 0.0513, -0.0366, 0.0392, -0.0081

---

Entry 9:
# C2H13NO3

4 unconnected molecules or ions with the total composition C2H13NO3 in a non-equilibrium geometry (wB97M-V/def2-TZVPD, the OMol25 dataset).

Structure (ORCA input):
```
! RIJCOSX wB97M-V def2-TZVPD def2/J DEFGRID3
* xyz 0 1
C 0.1362 -0.6171 2.4658
N -1.0002 -0.6090 1.5835
C -1.0615 0.7411 0.9497
H 1.0872 -0.4380 1.9155
H 0.0713 0.2132 3.2174
H 0.2653 -1.6297 2.8783
H -1.8394 -0.9436 2.0319
H -1.3606 1.5078 1.6767
H -1.8032 0.8857 0.1673
H -0.0687 0.8608 0.5365
O 1.6685 0.6851 -1.4246
H 0.7602 0.8654 -1.1517
H 1.9416 -0.1376 -1.0113
O 2.1187 -2.0804 -0.6373
H 1.4200 -2.4583 -1.1776
H 1.8339 -2.2338 0.2646
O -1.5683 2.0570 -4.1896
H -1.4919 1.8026 -3.2647
H -1.1093 1.5289 -4.8303
*
```

Results
E: -364.4292 hartree
strongest force on any atom: 1.66 eV Å⁻¹
HOMO-LUMO gap: 9.72 eV
molar mass: 99.13 g/mol
relative energy (zero: lowest compared OMol25 entry of this formula, charge and spin): 36.6 kcal/mol
SMILES string: CNC.O.O.O

Löwdin atomic charges, in units of e: -0.1848, -0.1852, -0.1248, 0.0724, 0.0870, 0.0798, 0.0919, 0.0789, 0.0696, 0.0418, -0.0634, 0.0006, -0.0159, -0.0400, 0.0572, 0.0359, -0.0520, 0.0261, 0.0248

---

Entry 10:
# C2H13NO3

4 unconnected molecules or ions with the total composition C2H13NO3 in a non-equilibrium geometry (wB97M-V/def2-TZVPD, the OMol25 dataset).

Structure (ORCA input):
```
! RIJCOSX wB97M-V def2-TZVPD def2/J DEFGRID3
* xyz 1 2
C 1.8662 2.1830 -0.3302
N 0.6444 2.7371 0.1960
C 0.6027 3.2595 1.5334
H 2.4778 2.9700 -0.7921
H 1.7079 1.4203 -1.0930
H 2.4716 1.7940 0.4801
H 0.1416 3.2804 -0.5171
H -0.4212 3.4790 1.7817
H 1.0505 2.6083 2.2557
H 1.1146 4.2359 1.4730
H -3.5838 -3.5522 0.3064
H -2.5185 -2.6856 -0.4311
O -2.9646 -3.5382 -0.4277
H -0.0997 -5.3965 0.4157
H -1.2612 -4.7785 -0.3657
O -0.3164 -4.9752 -0.4290
H -0.0666 -0.3163 -1.0570
H -0.3060 -1.5767 -1.9188
O -0.5392 -1.1483 -1.0804
*
```

Results
E: -364.1276 hartree
strongest force on any atom: 1.85 eV Å⁻¹
HOMO-LUMO gap (spin up / spin down): 8.94 / 4.26 eV
molar mass: 99.13 g/mol
relative energy (zero: lowest compared OMol25 entry of this formula, charge and spin): 10.2 kcal/mol

Löwdin atomic charges, in units of e: -0.0053, 0.0793, 0.0079, 0.1386, 0.1122, 0.1117, 0.1843, 0.1137, 0.1121, 0.1491, 0.0500, 0.0228, -0.0437, 0.0360, -0.0082, -0.0768, -0.0058, 0.0638, -0.0417

---

> Which of these has the lowest E?

C2H13FeO7